1.
# C20H36N5OPb

A structure of composition C20H36N5OPb at a distorted geometry (ωB97M-V/def2-TZVPD, the Open Molecules 2025 dataset).

Positions of all 63 atoms, in Å:
Pb1 -1.07192 -2.36840 -6.37515
O1 -0.17572 -1.14988 -2.10020
H1 -0.13819 -0.62588 -1.27647
C1 3.05120 7.26932 -3.66635
C2 4.08190 6.12035 -3.50534
C3 3.39975 4.74276 -3.25982
C4 2.73554 4.23321 -4.48861
N1 2.26949 3.76166 -5.41951
H2 2.75526 7.75503 -2.73651
H3 2.15563 7.01972 -4.23535
H4 3.55974 8.08612 -4.17853
H5 4.77598 6.37446 -2.70422
H6 4.69190 5.95476 -4.39337
H7 2.62637 4.92595 -2.51386
H8 4.07622 3.99330 -2.84898
C5 -3.55972 5.90792 -1.92147
C6 -4.12788 5.00217 -3.05093
C7 -4.83256 5.77185 -4.21152
C8 -3.97887 6.80157 -4.78233
N2 -3.32886 7.61812 -5.23368
H9 -4.23555 6.72922 -1.68311
H10 -2.61556 6.39932 -2.15639
H11 -3.33295 5.35110 -1.01227
H12 -4.84160 4.27044 -2.67242
H13 -3.29207 4.41005 -3.42363
H14 -5.71972 6.27746 -3.83020
H15 -5.05831 5.09854 -5.03845
C9 -2.14252 -10.76012 0.10531
C10 -1.28353 -9.44549 0.23597
C11 -2.04668 -8.17157 -0.04540
C12 -3.00897 -7.89126 0.98757
N3 -3.79680 -7.68688 1.81939
H16 -1.46213 -11.58174 0.32918
H17 -2.53695 -10.99607 -0.88304
H18 -2.94877 -10.86796 0.83085
H19 -0.37449 -9.49768 -0.36322
H20 -0.95340 -9.37673 1.27249
H21 -2.62270 -8.29505 -0.96249
H22 -1.29419 -7.38442 -0.09275
C13 6.64334 -2.55319 3.87125
C14 5.17669 -2.88342 3.59058
C15 4.53943 -2.03966 2.42693
C16 5.45757 -1.80433 1.29581
N4 6.20349 -1.57330 0.42913
H23 6.81083 -1.47769 3.81338
H24 7.25776 -3.12815 3.17842
H25 6.85275 -2.79571 4.91309
H26 4.56648 -2.61185 4.45197
H27 4.94716 -3.92816 3.38095
H28 4.20545 -1.07946 2.82010
H29 3.66326 -2.52099 1.99250
C17 -2.15330 1.07922 5.63982
C18 -2.16770 -0.25017 4.78280
C19 -2.69195 0.03970 3.33150
C20 -4.06636 0.59652 3.24012
N5 -5.17142 0.94716 3.22784
H30 -1.43342 1.78469 5.22487
H31 -1.89365 0.84706 6.67266
H32 -3.16336 1.48058 5.72220
H33 -2.80467 -1.00751 5.23975
H34 -1.20886 -0.76432 4.71661
H35 -2.86602 -0.87998 2.77294
H36 -2.10184 0.74767 2.74956

Calculated values
LUMO   -8.645 eV
Net charge   +1
Relative energy (zero: lowest compared OMol25 entry of this formula, charge and spin)   250.5 kcal per mole
HOMO energy   -11.78 eV
2S+1   1
HOMO-LUMO gap   3.13 eV

---

2.
# C20H36NOP2Pb

A structure of composition C20H36NOP2Pb at a distorted geometry (ωB97M-V/def2-TZVPD, the Open Molecules 2025 dataset).

Positions of all 61 atoms, in Å:
P1 -2.86023 0.62424 0.76600
P2 -1.64122 0.22221 -2.81773
C1 -3.44904 1.27757 -0.85742
C2 -3.33886 0.39766 -2.11677
H1 -2.99741 2.26621 -1.02769
H2 -4.52470 1.42381 -0.69036
H3 -3.79404 -0.60784 -1.99549
H4 -3.92785 0.88293 -2.91973
C3 -1.52359 1.76921 -3.75672
H5 -0.48604 2.02825 -3.98555
H6 -1.98975 2.59296 -3.20030
H7 -2.07665 1.63350 -4.69489
C4 -1.84341 -1.09418 -4.05623
H8 -2.33312 -0.65952 -4.92867
H9 -2.46603 -1.88978 -3.63628
H10 -0.88157 -1.52497 -4.35537
C5 -2.42079 1.90201 1.96797
H11 -1.87195 1.49167 2.83351
H12 -3.35742 2.34530 2.35601
H13 -1.82487 2.71793 1.52482
C6 -4.43332 -0.06664 1.38519
H14 -4.78721 -0.88010 0.73956
H15 -5.17649 0.74178 1.37984
H16 -4.31743 -0.43638 2.40908
Pb1 1.54119 2.34538 1.96354
C7 0.31303 -1.73348 -2.18879
C8 -0.05082 -0.34133 -2.02531
C9 0.00675 0.32191 -0.56169
C10 -0.46299 -0.58371 0.56591
C11 -1.92852 -1.10796 0.41433
C12 -2.21057 -1.88529 -0.78018
C13 -1.38426 -3.07463 -1.09504
C14 0.15301 -2.82178 -1.23880
C15 1.59074 0.71734 3.42785
H17 0.68905 -2.01326 -3.19653
H18 0.63740 0.30227 -2.61694
H19 -0.55117 1.27578 -0.57875
H20 1.05847 0.63223 -0.41220
H21 0.22542 -1.42402 0.69722
H22 -0.35456 -0.05804 1.52475
H23 -2.20117 -1.72681 1.29315
H24 -3.27837 -2.07131 -0.96952
H25 -1.72062 -3.44849 -2.07450
H26 -1.55600 -3.86238 -0.35252
H27 0.60019 -2.65399 -0.24193
H28 0.68455 -3.71131 -1.63478
H29 2.37148 0.01933 3.10750
H30 0.57975 0.27689 3.38638
H31 1.80860 1.10882 4.42727
O1 3.66781 1.51009 1.32606
N1 4.82442 1.09281 1.89029
C16 5.69242 2.03129 2.35501
C17 6.92082 1.63185 2.86304
C18 7.22327 0.26970 2.96358
C19 6.30206 -0.66911 2.49175
C20 5.08722 -0.24446 1.96409
H32 5.38324 3.07337 2.28298
H33 7.63539 2.39506 3.17586
H34 8.16394 -0.05526 3.40661
H35 6.52778 -1.73762 2.51888
H36 4.33404 -0.93770 1.59864

Calculated values
Expectation value of S²   0.753
LUMO (spin up / spin down)   -0.342 / -0.336 eV
Net charge   0
Relative energy (zero: lowest compared OMol25 entry of this formula, charge and spin)   122.2 kcal per mole
HOMO energy (spin up / spin down)   -4.06 / -4.06 eV
2S+1   2
HOMO-LUMO gap (spin up / spin down)   3.72 / 3.73 eV

---

3.
# C20H37As3CoN3S

A structure of composition C20H37As3CoN3S (ωB97M-V/def2-TZVPD, the Open Molecules 2025 dataset).

Positions of all 65 atoms, in Å:
Co1 1.64682 -0.64585 0.53470
C1 -1.21114 -2.28761 2.19570
As1 -0.52166 -1.62830 0.51532
C2 -0.59691 -3.23890 -0.54489
C3 -2.04319 -0.55893 -0.07629
C4 -1.77668 0.44317 -1.20268
C5 -0.99641 -0.23130 -2.32988
C6 -0.97300 1.65577 -0.69831
As2 0.56785 1.35809 0.46354
C7 -0.15149 1.73127 2.21621
C8 1.63691 2.93002 0.15363
C9 -3.10279 0.95736 -1.78965
As3 -4.67733 1.68182 -0.79672
C10 -5.34711 0.04892 0.07101
C11 -3.90586 2.49653 0.82196
H1 -2.20499 -2.69629 2.01428
H2 -1.27185 -1.49040 2.93466
H3 -0.55712 -3.07103 2.57624
H4 -1.60508 -3.64964 -0.49744
H5 0.10711 -3.95737 -0.12358
H6 -0.33277 -3.02758 -1.57635
H7 -2.42086 -0.05329 0.81706
H8 -2.79719 -1.29172 -0.37666
H9 0.00316 -0.53372 -1.99977
H10 -0.87470 0.45236 -3.17108
H11 -1.52089 -1.11639 -2.69376
H12 -1.59985 2.31008 -0.08855
H13 -0.60787 2.23823 -1.54672
H14 -0.68895 2.67912 2.18052
H15 0.66519 1.79032 2.93136
H16 -0.83157 0.93959 2.52671
H17 1.00444 3.79491 0.35764
H18 1.98276 2.97577 -0.87697
H19 2.48697 2.93382 0.83432
H20 -3.55835 0.14932 -2.37295
H21 -2.85895 1.74103 -2.51422
H22 -5.48500 -0.72963 -0.67942
H23 -6.32383 0.27773 0.49574
H24 -4.70415 -0.31809 0.87042
H25 -3.37325 3.41439 0.57214
H26 -3.26280 1.82938 1.39758
H27 -4.75380 2.76844 1.45109
N1 3.03533 -0.58738 4.94552
C12 3.11220 -0.39591 3.63940
N2 4.18479 0.18614 3.13255
S1 1.75121 -0.96084 2.70256
H28 3.79789 -0.37753 5.57185
H29 2.21050 -1.01658 5.33494
H30 4.95909 0.47947 3.70946
H31 4.27608 0.28793 2.13841
C13 3.55081 -0.27273 0.20087
C14 3.03102 -0.46785 -1.13080
C15 2.58057 -1.75557 -1.48957
C16 2.10912 -2.01922 -2.77596
C17 2.03719 -0.99207 -3.69308
C18 2.43055 0.31432 -3.34655
C19 2.89995 0.57332 -2.08795
C20 1.51128 -1.24938 -5.00852
N3 1.07293 -1.47214 -6.04484
H32 3.97095 0.70271 0.42459
H33 4.13229 -1.10814 0.58992
H34 2.72459 -2.58249 -0.79705
H35 1.82301 -3.02048 -3.06525
H36 2.37636 1.09900 -4.08900
H37 3.25846 1.56398 -1.83741

Calculated values
LUMO (spin up / spin down)   -7.590 / -7.656 eV
Net charge   +2
Relative energy (zero: lowest compared OMol25 entry of this formula, charge and spin)   0.0 kcal per mole
HOMO energy (spin up / spin down)   -13.17 / -13.17 eV
2S+1   1
HOMO-LUMO gap (spin up / spin down)   5.58 / 5.51 eV

---

> Among the records above, which one has the highest net charge?

C20H37As3CoN3S

---

> net charge of number 2 (C20H36NOP2Pb)?

0